[1]
Formula: C43H42GeHfN5O2S2
Source: the Open Molecules 2025 dataset
Level of theory: wB97M-V/def2-TZVPD

Summary:
Calculated total energy (eV): -136291.669
Total charge: +3
Multiplicity: 1

Last column: Mulliken charge in e.
Atoms and positions in Å:
C (-0.031, 1.832, 4.365)  -0.195
H (-2.291, -2.935, 4.256)  0.436
C (2.186, -4.631, 6.086)  -0.462
C (-3.258, 8.343, 2.488)  -0.819
N (-2.117, -0.387, 2.106)  0.496
H (-3.513, 8.987, 4.520)  0.416
S (1.451, -0.029, 2.161)  -0.261
H (1.823, -4.875, -0.438)  0.538
C (-3.915, -4.979, -0.844)  -0.617
N (0.810, -3.040, -0.384)  0.109
C (1.597, -4.102, 0.284)  -0.637
C (3.174, -5.085, 5.224)  -0.802
C (-1.734, -1.246, 3.075)  -0.433
H (-2.214, 7.112, 5.470)  0.422
C (0.627, 3.365, 2.619)  0.101
H (3.213, 7.366, -2.081)  0.418
C (-1.404, 2.454, -0.615)  -0.016
H (-0.774, -1.111, 3.536)  0.685
C (-1.784, 6.239, 3.554)  0.050
H (-3.835, 9.161, 2.073)  0.430
H (-2.738, 3.021, 2.718)  0.507
C (-2.590, -2.251, 3.466)  -0.695
H (-1.203, -3.925, 0.892)  0.221
H (-2.856, 7.490, 0.570)  0.215
H (1.673, -1.548, 4.754)  0.571
C (-1.376, -3.924, -1.264)  1.258
Ge (-1.148, 5.075, 0.972)  1.132
C (0.385, 5.694, -0.014)  0.816
C (-4.170, -1.588, 1.966)  0.275
H (3.607, -1.123, 3.070)  0.730
C (0.024, -3.439, -1.578)  -2.143
H (-5.731, -1.170, 0.678)  0.214
N (2.582, -2.337, 1.648)  0.274
C (-3.464, -4.739, -2.140)  -0.658
C (3.519, -2.172, 2.820)  -1.952
C (3.604, -4.281, 4.174)  -0.319
H (0.584, -4.241, -2.055)  0.576
H (3.626, -6.059, 5.378)  0.419
C (0.961, 2.541, 3.695)  -1.466
H (-2.713, 3.151, -2.124)  0.469
H (0.222, 1.218, 5.220)  0.575
H (1.857, -5.255, 6.910)  0.414
C (0.747, -1.854, 0.134)  0.409
O (-2.214, 1.713, 0.099)  -0.465
H (1.015, 8.487, -1.855)  0.443
H (1.814, 4.081, 0.247)  0.157
C (-3.099, -4.684, 0.239)  -0.803
C (1.638, -3.361, 5.909)  -0.815
C (2.420, 6.897, -1.511)  -0.563
O (-0.161, 2.351, -0.277)  -0.346
C (-2.455, 4.567, -0.419)  -1.082
C (-1.697, 2.816, 2.918)  -0.074
C (-3.308, -0.556, 1.544)  -0.196
S (-0.260, -0.671, -0.504)  -0.405
H (4.488, -2.527, 2.474)  0.590
C (-3.081, 8.241, 3.863)  -0.543
H (-2.660, 5.505, -0.936)  0.554
N (-3.792, -2.431, 2.930)  -0.550
H (3.546, -3.236, 0.024)  0.332
H (-3.387, 4.217, 0.019)  0.491
C (2.635, 5.664, -0.909)  -0.982
H (-5.981, -2.484, 1.774)  0.268
H (4.406, -4.633, 3.525)  0.459
H (0.897, -2.993, 6.610)  0.444
C (2.066, -2.557, 4.861)  0.054
N (-5.389, -1.748, 1.425)  -0.376
C (-2.198, -4.216, -2.349)  -0.712
H (-1.841, -4.054, -3.365)  0.462
C (1.624, 5.064, -0.167)  0.628
C (-2.349, 7.189, 4.397)  -0.823
H (-4.899, -5.406, -0.683)  0.458
Hf (-0.668, 1.182, 1.314)  1.958
C (-1.831, -4.146, 0.030)  0.259
C (-0.711, 3.541, 2.218)  -0.534
C (0.178, 6.930, -0.638)  -0.754
H (0.991, -4.548, 1.071)  0.274
H (-3.609, 0.133, 0.772)  0.428
H (-3.434, -4.892, 1.251)  0.463
H (-4.095, -4.976, -2.991)  0.424
H (1.991, 2.476, 4.024)  0.501
H (-2.140, 1.487, 4.542)  0.561
H (1.390, 3.977, 2.161)  0.657
C (2.863, -3.535, 0.819)  -0.613
H (-0.770, 7.452, -0.536)  0.211
H (0.002, -2.602, -2.269)  0.641
H (-1.103, 3.941, -2.066)  0.345
C (-1.357, 1.970, 3.977)  -0.815
C (3.046, -3.020, 3.980)  0.699
C (-1.949, 6.335, 2.170)  0.493
C (-1.917, 3.522, -1.479)  -0.814
H (3.593, 5.166, -1.019)  0.421
C (-2.696, 7.394, 1.642)  -0.523
C (1.189, 7.526, -1.383)  -0.774
C (1.644, -1.521, 1.330)  0.480
H (-1.198, 5.433, 3.991)  0.289
H (3.358, -4.271, 1.441)  0.420

[2]
Formula: C21H20BFNO7PS
Source: the Open Molecules 2025 dataset
Level of theory: wB97M-V/def2-TZVPD

Summary:
Calculated total energy (eV): -61441.133
Total charge: 0
Multiplicity: 1
Structure (SMILES): [H]/N=C\Cc1cccc2c1C(=O)c1cc(B(O)OCC)cc([PH2]=S)c1C2=O.O=C1OC[C@@H](F)O1

Last column: Mulliken charge in e.
Atoms and positions in Å:
C (1.152, -1.975, 2.294)  0.031
C (1.462, 6.312, 0.885)  -0.308
C (-3.318, -0.972, -3.709)  -0.139
H (4.207, 0.431, 0.040)  0.310
C (2.595, -0.726, 3.996)  -0.715
O (-1.607, -3.643, -4.623)  -0.537
O (1.092, 8.580, -1.600)  -0.493
H (-0.196, -1.603, -2.546)  0.431
C (3.681, 2.332, 0.958)  -0.264
H (-0.709, -3.265, -4.614)  0.354
C (0.390, 5.727, 0.014)  0.368
C (0.086, -3.091, 2.014)  0.555
C (1.015, 7.681, -0.829)  0.634
H (2.232, 5.585, 1.144)  0.177
H (2.900, -0.644, 5.066)  0.357
C (-1.825, -3.091, -2.100)  0.034
H (1.065, 6.747, 1.805)  0.265
H (3.897, 0.886, 3.236)  0.377
H (4.599, 2.805, 0.505)  0.398
O (-0.094, -3.887, 2.913)  -0.595
H (0.739, 4.948, -0.668)  0.269
O (1.784, -0.984, -1.196)  -0.614
O (1.990, 7.348, 0.061)  -0.321
F (-0.642, 5.256, 0.757)  -0.285
H (-5.124, -0.741, -2.366)  0.261
C (1.212, -1.391, -0.202)  0.175
C (3.263, 0.909, 0.435)  -0.312
S (-4.198, -4.038, 2.243)  -0.412
C (-4.048, -0.421, -2.416)  -0.952
C (1.600, -1.753, 3.679)  -0.725
O (-3.600, -2.385, -3.920)  -0.537
H (-3.477, -0.758, -1.507)  0.177
C (-1.793, -3.921, 0.314)  0.369
H (2.536, 1.083, -0.409)  0.310
P (-2.639, -4.993, 1.579)  0.151
C (-0.653, -2.266, -1.767)  -0.021
C (-0.057, -2.275, -0.440)  0.149
C (2.690, -0.038, 1.534)  0.114
C (3.141, 0.130, 2.930)  -0.221
C (-0.615, -3.121, 0.648)  -0.115
N (3.056, 3.030, 1.829)  -0.613
H (-3.676, -0.372, -4.588)  0.431
H (2.232, 2.486, 2.127)  0.292
H (-1.769, -5.510, 2.572)  0.120
H (-3.273, -4.583, -1.245)  0.259
H (1.188, -2.386, 4.495)  0.388
C (-2.387, -3.927, -1.042)  -0.970
B (-2.386, -3.039, -3.620)  0.703
C (1.712, -1.107, 1.244)  0.461
H (-2.215, -0.778, -3.549)  0.102
H (-3.123, -6.133, 0.848)  0.084
O (-0.060, 6.843, -0.729)  -0.315
H (-4.033, 0.698, -2.480)  0.358

[3]
Formula: C35H55N4OOsP2
Source: the Open Molecules 2025 dataset
Level of theory: wB97M-V/def2-TZVPD

Summary:
Calculated total energy (eV): -66212.262
Total charge: +3
Multiplicity: 5

Last column: Löwdin spin population.
Atoms and positions in Å:
C (-0.794, 2.481, -1.259)  0.032
C (-1.186, -2.670, 0.953)  0.007
C (-3.542, 0.484, -0.626)  0.000
H (-3.673, 1.272, 0.128)  0.000
H (2.839, 3.987, 2.607)  0.000
C (2.803, -2.659, 2.449)  0.146
C (-3.250, -1.952, -1.086)  0.002
C (2.534, 1.150, -2.360)  0.007
H (3.997, -0.295, 2.010)  0.017
H (4.924, 1.826, -1.123)  0.000
H (-1.330, -3.225, -3.287)  0.000
H (-2.651, 0.715, -1.221)  0.000
P (-1.919, -0.971, 1.192)  0.031
C (-0.454, -0.172, -4.695)  0.001
H (-4.523, -2.084, 2.885)  0.000
H (0.396, 0.520, -4.617)  0.000
H (1.469, 0.884, -2.395)  0.001
H (-2.360, 0.939, 3.426)  0.002
C (3.231, 0.413, -1.215)  0.037
H (-1.236, -2.927, -0.116)  0.002
H (-2.538, 5.413, -1.253)  0.001
H (-3.940, 0.439, 2.781)  0.000
H (-4.053, -1.851, -1.833)  0.001
H (1.232, -2.949, -3.436)  0.000
H (-0.444, -0.958, 3.840)  0.000
H (-2.300, -1.795, -1.602)  0.000
C (-1.668, 3.709, -3.185)  0.001
H (1.294, 3.344, 2.030)  0.001
C (1.065, -2.109, -4.127)  0.001
C (3.093, 2.518, 1.070)  0.029
H (-3.293, -2.981, -0.703)  0.000
C (2.326, 3.070, 2.276)  0.004
C (-1.914, 4.275, 0.487)  0.001
C (-1.299, 3.101, 0.920)  0.031
H (-4.414, 0.513, -1.300)  0.000
P (2.329, 0.869, 0.443)  0.089
H (-1.245, 2.873, 1.986)  0.004
H (-2.379, -1.880, -3.847)  0.000
H (-1.751, -3.440, 1.491)  0.000
C (3.020, 3.570, -0.046)  0.002
H (-0.550, -0.489, -5.742)  0.000
H (3.283, 4.546, 0.388)  0.001
H (2.329, 2.374, 3.122)  0.002
H (-4.881, -2.233, 1.013)  0.000
H (2.003, 3.654, -0.455)  0.000
H (-1.695, -1.450, 4.980)  0.000
H (2.987, 0.849, -3.319)  0.002
H (2.619, 2.241, -2.276)  0.000
H (2.492, -4.722, 2.967)  -0.001
H (5.238, 1.985, 0.819)  0.000
C (-2.495, -1.205, 3.005)  0.003
C (-3.107, 0.137, 3.429)  0.004
H (3.804, -2.557, 2.855)  0.005
H (1.920, -1.424, -4.061)  0.000
C (4.725, 0.751, -1.169)  0.004
H (-5.585, -1.057, -0.088)  0.002
H (3.721, 3.381, -0.866)  0.000
C (-1.334, -1.579, 3.947)  0.001
H (-1.042, -2.632, 3.832)  0.001
C (0.821, -3.865, 1.905)  0.134
H (4.888, 3.287, 1.955)  0.002
H (-3.211, -3.272, 2.681)  0.000
H (3.682, -1.671, -0.698)  0.003
H (1.028, -2.514, -5.146)  0.000
H (5.193, 0.381, -2.093)  0.001
O (0.131, 1.333, 3.590)  0.126
C (4.530, 2.318, 1.578)  0.007
H (-1.376, -2.778, -4.999)  0.000
C (-1.485, 3.592, -1.757)  0.005
H (-3.557, -2.580, 4.264)  0.000
C (-1.405, -2.372, -3.978)  0.001
C (0.255, -2.698, 1.409)  0.064
C (-2.035, 4.525, -0.872)  0.022
C (0.095, 0.933, 2.469)  0.078
C (3.000, -0.348, 1.571)  0.444
H (-3.490, 0.036, 4.454)  0.000
C (-4.804, -1.194, 0.675)  0.005
C (-3.453, -0.906, 0.013)  0.021
N (-0.286, -0.744, -1.218)  0.042
C (3.129, -1.098, -1.453)  0.005
C (2.086, -3.832, 2.488)  0.030
C (-0.144, -0.904, -2.376)  0.026
N (0.954, -1.557, 1.351)  0.201
H (-5.035, -0.504, 1.494)  0.000
H (0.202, -4.758, 1.880)  0.006
N (-0.755, 2.206, 0.066)  0.152
H (-2.286, 4.963, 1.245)  0.000
C (-3.510, -2.348, 3.190)  0.000
H (5.224, 0.242, -0.335)  0.001
H (4.551, 1.608, 2.412)  0.001
H (3.573, -1.334, -2.436)  0.000
C (2.262, -1.516, 1.813)  0.038
N (-1.831, 3.756, -4.346)  -0.002
H (-1.369, 0.372, -4.417)  0.000
H (2.086, -1.433, -1.463)  0.000
Os (0.053, 0.288, 0.769)  2.110
C (-0.243, -1.389, -3.789)  0.002
H (-0.298, 1.759, -1.920)  0.002

[4]
Formula: C3H4N2S2
Source: the Open Molecules 2025 dataset
Level of theory: wB97M-V/def2-TZVPD

Summary:
Calculated total energy (eV): -27824.861
Total charge: 0
Multiplicity: 1
Structure (SMILES): S=c1[nH]ccn1S

Last column: Mulliken charge in e.
Atoms and positions in Å:
N (-0.605, -0.489, -1.015)  -0.061
H (2.121, 1.407, -0.062)  0.185
C (-0.702, -0.252, 1.087)  -0.242
C (-1.117, -1.108, 0.091)  -0.307
S (1.379, 1.137, -1.743)  -0.537
N (0.154, 0.704, 0.517)  -0.087
H (-0.668, -1.040, -1.848)  0.229
C (0.305, 0.456, -0.768)  0.405
S (1.457, 1.642, 1.360)  -0.215
H (-0.860, -0.271, 2.201)  0.331
H (-1.462, -2.185, 0.182)  0.298

Which formula does entry 4 have?
C3H4N2S2

Please write out number 2 again, unchanged.
Formula: C21H20BFNO7PS
Source: the Open Molecules 2025 dataset
Level of theory: wB97M-V/def2-TZVPD

Summary:
Calculated total energy (eV): -61441.133
Total charge: 0
Multiplicity: 1
Structure (SMILES): [H]/N=C\Cc1cccc2c1C(=O)c1cc(B(O)OCC)cc([PH2]=S)c1C2=O.O=C1OC[C@@H](F)O1

Last column: Mulliken charge in e.
Atoms and positions in Å:
C (1.152, -1.975, 2.294)  0.031
C (1.462, 6.312, 0.885)  -0.308
C (-3.318, -0.972, -3.709)  -0.139
H (4.207, 0.431, 0.040)  0.310
C (2.595, -0.726, 3.996)  -0.715
O (-1.607, -3.643, -4.623)  -0.537
O (1.092, 8.580, -1.600)  -0.493
H (-0.196, -1.603, -2.546)  0.431
C (3.681, 2.332, 0.958)  -0.264
H (-0.709, -3.265, -4.614)  0.354
C (0.390, 5.727, 0.014)  0.368
C (0.086, -3.091, 2.014)  0.555
C (1.015, 7.681, -0.829)  0.634
H (2.232, 5.585, 1.144)  0.177
H (2.900, -0.644, 5.066)  0.357
C (-1.825, -3.091, -2.100)  0.034
H (1.065, 6.747, 1.805)  0.265
H (3.897, 0.886, 3.236)  0.377
H (4.599, 2.805, 0.505)  0.398
O (-0.094, -3.887, 2.913)  -0.595
H (0.739, 4.948, -0.668)  0.269
O (1.784, -0.984, -1.196)  -0.614
O (1.990, 7.348, 0.061)  -0.321
F (-0.642, 5.256, 0.757)  -0.285
H (-5.124, -0.741, -2.366)  0.261
C (1.212, -1.391, -0.202)  0.175
C (3.263, 0.909, 0.435)  -0.312
S (-4.198, -4.038, 2.243)  -0.412
C (-4.048, -0.421, -2.416)  -0.952
C (1.600, -1.753, 3.679)  -0.725
O (-3.600, -2.385, -3.920)  -0.537
H (-3.477, -0.758, -1.507)  0.177
C (-1.793, -3.921, 0.314)  0.369
H (2.536, 1.083, -0.409)  0.310
P (-2.639, -4.993, 1.579)  0.151
C (-0.653, -2.266, -1.767)  -0.021
C (-0.057, -2.275, -0.440)  0.149
C (2.690, -0.038, 1.534)  0.114
C (3.141, 0.130, 2.930)  -0.221
C (-0.615, -3.121, 0.648)  -0.115
N (3.056, 3.030, 1.829)  -0.613
H (-3.676, -0.372, -4.588)  0.431
H (2.232, 2.486, 2.127)  0.292
H (-1.769, -5.510, 2.572)  0.120
H (-3.273, -4.583, -1.245)  0.259
H (1.188, -2.386, 4.495)  0.388
C (-2.387, -3.927, -1.042)  -0.970
B (-2.386, -3.039, -3.620)  0.703
C (1.712, -1.107, 1.244)  0.461
H (-2.215, -0.778, -3.549)  0.102
H (-3.123, -6.133, 0.848)  0.084
O (-0.060, 6.843, -0.729)  -0.315
H (-4.033, 0.698, -2.480)  0.358